Computed, not measured: a structure of composition C4H4S at a distorted geometry, with wB97M-V/def2-TZVPD.

Output
Charge = 0
Energy above the lowest of the compared OMol25 structures with the same formula, charge and spin = 95.1 kcal/mol
Energy = -15043.556 eV
HOMO level = -0.32503 hartree
M = 84.1 g/mol
Lowest unoccupied orbital energy = 0.106 eV

Last column: natural (NBO) charge in e.
Element x y z (Å)
C: -0.2798 1.1961 -0.0451  -0.4074
C: 0.8695 -1.0617 0.0655  -0.6103
C: 2.3843 -1.1034 -0.0802  -0.1655
C: 0.7547 0.4325 0.0303  -0.1051
S: 2.5527 0.5972 0.0133  0.3543
H: -1.2208 0.7448 0.1267  0.2057
H: -0.2984 2.2089 0.0941  0.2084
H: 0.6436 -1.5511 -0.9544  0.2598
H: 0.2802 -1.5114 0.8964  0.2601


Computed, not measured: a structure of composition C23H60NbO8 at a distorted geometry, with wB97M-V/def2-TZVPD.

Output
Charge = -1
Energy above the lowest of the compared OMol25 structures with the same formula, charge and spin = 85.3 kcal/mol
Energy = -42739.648 eV
HOMO level = -0.16679 hartree
M = 557.6 g/mol
Lowest unoccupied orbital energy = 1.796 eV

Last column: Mulliken charge in e.
Element x y z (Å)
C: 4.8374 -0.8682 -1.6600  -1.0915
C: 3.2009 -0.8633 -1.4929  0.1229
C: 2.4783 -2.3083 -1.7718  -0.7657
C: 1.8401 -2.4784 -3.2818  -0.3123
C: 2.4995 -3.7643 -4.1187  -0.1953
C: 4.0901 -3.3660 -4.3384  0.1921
C: 4.9731 -4.5552 -5.0747  -1.2056
Nb: 7.1258 -3.6897 -5.2122  -0.7978
H: 5.2666 -0.2274 -0.7509  0.3074
H: 5.3332 -1.9311 -1.5584  0.2960
H: 5.2031 -0.2898 -2.6348  0.2174
H: 2.7898 0.0153 -2.1516  0.0451
H: 2.9886 -0.5916 -0.3533  0.2095
H: 1.5832 -2.5390 -1.0174  0.3018
H: 3.2513 -3.2046 -1.6259  0.3773
H: 0.6657 -2.4677 -3.3148  0.1371
H: 2.1929 -1.5160 -3.8941  0.2531
H: 2.4042 -4.7818 -3.5498  0.1942
H: 1.9069 -3.8767 -5.1450  -0.1922
H: 4.6585 -3.1287 -3.3242  0.1109
H: 4.0847 -2.3453 -4.9398  0.2053
H: 4.5435 -4.8478 -6.1427  0.2797
H: 4.9324 -5.5372 -4.4051  0.2344
H: 6.5905 -2.1795 -4.2989  0.0685
H: 6.7564 -2.8780 -6.8255  -0.0363
H: 7.7544 -5.1733 -6.0515  0.0052
H: 7.4157 -4.4487 -3.5657  -0.0131
H: 8.8108 -2.9441 -5.2166  0.0031
C: 1.8032 2.6967 -0.5574  -0.8007
O: 0.5720 3.1335 0.0122  -0.3141
C: -0.0961 4.1030 -0.8002  -0.2399
C: -1.1455 3.4589 -1.7159  -0.5551
O: -0.5550 2.5520 -2.6523  -0.4124
C: -0.5744 1.2009 -2.1978  -0.5850
H: 2.0601 1.7322 -0.1123  0.1702
H: 1.7447 2.5717 -1.6414  0.3724
H: 2.5899 3.4161 -0.3217  0.3669
H: 0.6312 4.6859 -1.3780  0.3673
H: -0.6072 4.7922 -0.1202  0.1996
H: -1.6271 4.2457 -2.2966  0.4039
H: -1.9228 2.9518 -1.1310  0.2658
H: -1.5464 0.7575 -2.4148  0.3464
H: -0.3720 1.1130 -1.1249  0.2954
H: 0.1959 0.6482 -2.7417  0.1373
C: -1.3257 6.2742 2.4448  -0.6955
O: -2.2962 5.3554 1.9497  -0.3909
C: -2.0877 4.0240 2.4296  -0.3128
C: -2.9385 3.7218 3.6705  -0.6953
O: -2.5896 4.5604 4.7763  -0.1717
C: -3.4174 5.7171 4.8730  -0.9568
H: -1.7392 7.2825 2.3618  0.2358
H: -1.0685 6.0919 3.4911  0.2689
H: -0.4208 6.2117 1.8373  0.3342
H: -1.0230 3.8494 2.6259  0.3538
H: -2.3923 3.3438 1.6278  0.2724
H: -2.7470 2.6940 3.9788  0.3803
H: -4.0089 3.8097 3.4469  0.3668
H: -4.3433 5.4605 5.3880  0.3160
H: -3.6587 6.1470 3.8948  0.4646
H: -2.8833 6.4693 5.4593  0.2648
C: -2.0039 3.2895 10.0362  -0.7576
O: -2.6005 4.1974 9.1138  -0.4127
C: -2.5577 3.7193 7.7663  -0.1403
C: -3.8557 3.0028 7.3704  -0.1472
O: -4.0829 1.8310 8.1598  -0.4239
C: -4.9270 2.0779 9.2819  -0.7525
H: -2.3899 3.5158 11.0334  0.2554
H: -2.2319 2.2457 9.8068  0.3343
H: -0.9210 3.4280 10.0360  0.3284
H: -1.6852 3.0720 7.6165  0.2529
H: -2.4352 4.5945 7.1202  0.1430
H: -3.7677 2.6755 6.3344  0.1005
H: -4.7165 3.6799 7.4349  0.2641
H: -5.9703 2.0419 8.9678  0.3273
H: -4.7284 3.0455 9.7552  0.3334
H: -4.7520 1.2898 10.0188  0.2632
C: -0.6173 -5.3830 -6.0475  -0.6949
O: -0.3377 -6.1410 -4.8735  -0.3835
C: -0.8582 -5.5314 -3.6887  -0.1605
C: -2.2336 -6.0966 -3.3095  -0.7260
O: -3.2180 -5.8286 -4.3130  -0.3955
C: -3.3739 -6.9061 -5.2333  -0.7195
H: -0.5399 -6.0507 -6.9093  0.2440
H: -1.6191 -4.9466 -6.0382  0.3247
H: 0.1203 -4.5848 -6.1508  0.2777
H: -0.8944 -4.4412 -3.8025  0.2302
H: -0.1569 -5.7565 -2.8788  0.4029
H: -2.5693 -5.6054 -2.3963  0.3984
H: -2.1766 -7.1735 -3.1080  0.3501
H: -4.0429 -7.6545 -4.8081  0.3208
H: -2.4219 -7.3821 -5.4919  0.3080
H: -3.8223 -6.5098 -6.1480  0.2512


Computed, not measured: a structure of composition C22H31NO3Si2 at a distorted geometry, with wB97M-V/def2-TZVPD.

Output
Charge = 0
Energy = -46705.638 eV
HOMO level = -0.34275 hartree
M = 413.7 g/mol
Lowest unoccupied orbital energy = 0.487 eV

Last column: natural (NBO) charge in e.
Element x y z (Å)
C: -0.0256 0.3890 -1.0964  -0.7426
C: 0.3533 1.8512 -1.1186  0.8030
O: 0.9694 2.2917 -0.2377  -0.5353
O: 0.0452 2.6716 -2.1687  -0.5437
C: -1.3811 2.8784 -2.3313  -0.5287
Si: -2.3538 3.1580 -0.7135  1.3808
O: -3.9940 2.9771 -1.1064  -1.2195
Si: -4.8343 1.7616 -0.2883  1.4139
C: -4.8237 0.1135 -1.2251  -0.6808
N: -3.4432 -0.4421 -1.3626  -0.8300
H: 0.9089 -0.1697 -1.2040  0.2554
H: -0.4057 0.1172 -0.1146  0.2556
H: -0.7131 0.0832 -1.8833  0.2115
H: -1.4845 3.8004 -2.9101  0.2351
H: -1.8716 2.1037 -2.9415  0.1958
H: -1.9573 2.2542 0.3799  -0.1885
H: -2.1911 4.5639 -0.2962  -0.1908
H: -4.2366 1.6199 1.0573  -0.2052
H: -6.2438 2.1909 -0.1699  -0.2010
H: -5.4411 -0.6005 -0.6741  0.2242
H: -5.2117 0.3196 -2.2345  0.2006
H: -2.9491 0.2055 -1.9736  0.3368
H: -3.5297 -1.2814 -1.9318  0.3559
C: -1.6894 -1.7006 2.7280  -0.2155
C: -2.0375 -2.8939 3.3463  -0.2148
C: -1.1228 -3.5464 4.1620  -0.2186
C: 0.1376 -3.0009 4.3667  -0.2209
C: 0.4844 -1.8062 3.7514  -0.1593
C: -0.4272 -1.1583 2.9292  -0.2371
H: -2.4018 -1.1927 2.0886  0.2171
H: -3.0227 -3.3163 3.1918  0.2105
H: -1.3924 -4.4804 4.6391  0.2112
H: 0.8502 -3.5073 5.0062  0.2116
H: 1.4666 -1.3810 3.9120  0.2025
H: -0.1541 -0.2280 2.4451  0.2120
C: 4.0930 -0.9711 5.0351  -0.2219
C: 5.0406 -0.9478 4.0209  -0.2114
C: 6.1368 -1.7976 4.0759  -0.2112
C: 6.2804 -2.6771 5.1406  -0.2115
C: 5.3306 -2.7027 6.1527  -0.2168
C: 4.2387 -1.8470 6.1023  -0.2041
H: 3.2397 -0.3055 4.9942  0.2126
H: 4.9248 -0.2662 3.1874  0.2152
H: 6.8794 -1.7752 3.2883  0.2130
H: 7.1332 -3.3431 5.1811  0.2125
H: 5.4420 -3.3900 6.9822  0.2124
H: 3.5003 -1.8631 6.8944  0.2119
C: 0.4769 2.4234 -5.4997  -0.1503
C: 0.6179 2.6710 -6.8583  -0.2340
C: 0.3021 1.6831 -7.7816  -0.2114
C: -0.1635 0.4500 -7.3465  -0.2177
C: -0.3083 0.2038 -5.9879  -0.2056
C: 0.0151 1.1893 -5.0646  -0.2457
H: 0.7271 3.1913 -4.7780  0.2103
H: 0.9758 3.6349 -7.1982  0.2127
H: 0.4186 1.8746 -8.8410  0.2129
H: -0.4138 -0.3191 -8.0666  0.2124
H: -0.6733 -0.7581 -5.6483  0.2073
H: -0.0906 0.9975 -4.0054  0.2072


Computed, not measured: a cluster of 2 separate species, C2H11N4 in total at a distorted geometry, with wB97M-V/def2-TZVPD.

Output
Charge = +1
Energy above the lowest of the compared OMol25 structures with the same formula, charge and spin = 96.5 kcal/mol
Energy = -8203.631 eV
HOMO level = -0.53462 hartree
M = 91.1 g/mol
Lowest unoccupied orbital energy = -5.579 eV

Last column: natural (NBO) charge in e.
Element x y z (Å)
C: -0.2300 -1.1509 -0.6860  -0.4945
C: -1.3915 0.6572 0.8253  -0.0758
N: -2.1197 1.0032 -0.2853  -0.8360
N: 2.3926 -0.0686 -0.1983  -1.1213
N: -0.4005 -0.4104 0.5523  0.0609
N: 0.3385 -0.7281 1.5374  -0.1500
H: 0.8296 -1.0955 -0.9690  0.2779
H: -0.5851 -2.2554 -0.5808  0.2731
H: -0.8253 -0.6177 -1.3781  0.2465
H: -2.1245 0.3985 1.5296  0.2514
H: -0.6761 1.3650 1.2804  0.2130
H: -3.0917 1.2795 -0.1416  0.4125
H: 2.6504 0.5852 0.4473  0.3765
H: 3.3036 -0.7254 -0.2356  0.4003
H: 2.2358 0.3286 -1.1257  0.3859
H: -1.7579 1.6513 -0.9687  0.3898
H: 1.1969 -1.2311 1.3034  0.3900